137
Properties=species:S:1:pos:R:3 method="wB97M-V/def2-TZVPD" smiles="CCCCCCCCCCCCCCCOC(=O)OS.COP(=O)(OC)OC.COP(=O)(OC)OC.COP(=O)(OC)OC.COP(=O)(OC)OC.COP(=O)(OC)OC" orbital_gap_ev=6.99 total_charge=0
C -3.42148 -2.73535 1.82795
C -2.79640 -2.16243 0.53275
C -2.00743 -0.83019 0.70481
C -1.04718 -0.77101 1.94029
C -1.36339 0.50057 2.78015
C -2.76100 0.45464 3.46219
C -3.52504 1.81207 3.32370
C -5.08947 1.62140 3.30830
C -5.78219 2.49023 2.20314
C -6.85053 1.61141 1.47986
C -7.92535 2.50429 0.75036
C -9.32430 2.38647 1.41830
C -10.12766 1.19894 0.81232
C -11.58068 1.26650 1.33805
C -12.24810 -0.12753 1.41858
O -13.63362 0.10396 1.74369
C -14.37504 -0.99201 1.65693
O -14.06383 -1.98319 1.11478
O -15.62666 -0.85931 2.23837
S -15.66784 -1.94713 3.55540
H -2.70674 -2.90260 2.64551
H -3.82271 -3.73559 1.56755
H -4.29506 -2.15964 2.17557
H -3.65100 -1.92548 -0.13209
H -2.21135 -2.91223 -0.02756
H -2.73212 -0.00271 0.76377
H -1.37925 -0.69903 -0.19168
H -1.00796 -1.68827 2.54283
H -0.01979 -0.60776 1.56068
H -1.26066 1.38229 2.12222
H -0.60210 0.57761 3.57506
H -2.59290 0.32639 4.54729
H -3.36410 -0.39909 3.12391
H -3.19261 2.36100 2.42823
H -3.30619 2.43811 4.20752
H -5.30926 0.55602 3.14808
H -5.47274 1.97174 4.27823
H -6.34344 3.30654 2.69069
H -5.06948 2.91775 1.48164
H -7.35308 0.93626 2.19450
H -6.34963 0.99258 0.71546
H -7.58640 3.54892 0.85284
H -7.93866 2.26692 -0.32495
H -9.22321 2.25283 2.50964
H -9.86699 3.32453 1.21237
H -9.64597 0.23554 1.05135
H -10.10779 1.34156 -0.27999
H -12.22242 1.90466 0.70455
H -11.63632 1.72129 2.34469
H -12.14918 -0.60375 0.43305
H -11.75346 -0.74441 2.18411
H -16.94971 -2.39363 3.45596
C 2.29090 -4.57045 6.40365
O 2.33542 -3.64855 5.30715
P 1.37343 -2.25922 5.48732
O 0.17152 -2.83632 4.80031
O 2.30582 -1.41655 4.44771
C 3.72689 -1.62292 4.37860
O 0.58144 -0.85879 5.99217
C 1.30670 0.01543 6.87017
H 2.92663 -5.41975 6.16067
H 2.66630 -4.09862 7.31376
H 1.26771 -4.92370 6.55823
H 3.95188 -2.37626 3.62898
H 4.13728 -1.93481 5.33846
H 4.20077 -0.68788 4.08327
H 2.10374 0.52587 6.32453
H 1.73278 -0.54086 7.70736
H 0.61410 0.75747 7.26212
C 6.46037 -5.82614 1.20648
O 7.18519 -4.60379 1.41709
P 7.23251 -4.05462 3.02423
O 6.02219 -3.18075 2.86622
O 8.60665 -3.20415 2.75689
C 9.61571 -3.72181 1.88719
O 7.31191 -3.76472 4.68417
C 8.27033 -4.53076 5.43377
H 6.48600 -6.05828 0.14403
H 6.92664 -6.64451 1.75729
H 5.42039 -5.70577 1.52027
H 9.43361 -3.36608 0.87338
H 9.62657 -4.81129 1.89124
H 10.59008 -3.36089 2.21256
H 9.28472 -4.19213 5.21150
H 8.17996 -5.59449 5.20667
H 8.07208 -4.38325 6.49313
C -4.21242 2.51025 -4.55413
O -3.99104 1.09266 -4.61328
P -4.92177 0.17130 -3.53768
O -3.95570 0.14172 -2.40072
O -4.77413 -1.14460 -4.50432
C -4.68919 -1.02600 -5.92537
O -6.20538 -0.55283 -2.72843
C -7.46544 -0.59790 -3.41615
H -3.54804 2.98895 -5.27054
H -5.24483 2.74555 -4.81897
H -3.98664 2.88540 -3.55271
H -3.64299 -0.96060 -6.22499
H -5.22549 -0.15295 -6.29528
H -5.12433 -1.91904 -6.37259
H -7.42587 -1.32057 -4.23432
H -7.72970 0.38630 -3.80757
H -8.23033 -0.90716 -2.70711
C 8.91105 2.64177 -3.12577
O 9.74409 1.46689 -3.09755
P 9.96039 0.77406 -1.57252
O 11.20573 1.49747 -1.18006
O 10.28826 -0.69170 -2.23336
C 9.68331 -1.10980 -3.45744
O 9.65046 0.07049 -0.08027
C 8.40261 -0.63035 0.05827
H 8.86121 3.00495 -4.15073
H 7.90288 2.39235 -2.79010
H 9.33822 3.42176 -2.49137
H 10.32317 -0.83196 -4.29537
H 8.69658 -0.66993 -3.59645
H 9.58324 -2.19497 -3.44026
H 8.43081 -1.56437 -0.50849
H 7.57391 -0.01284 -0.29179
H 8.24838 -0.85855 1.11113
C 7.46094 7.31370 -8.30716
O 7.76018 5.90929 -8.34906
P 7.07809 4.98341 -7.10047
O 8.25871 5.05818 -6.18229
O 7.16128 3.64499 -8.04409
C 6.96675 3.71199 -9.45838
O 6.08323 4.17112 -6.01056
C 4.71267 3.98192 -6.39815
H 7.96819 7.79484 -9.14065
H 6.38651 7.47689 -8.40678
H 7.82195 7.74795 -7.37152
H 7.92775 3.85347 -9.95294
H 6.29353 4.52070 -9.74018
H 6.53843 2.76789 -9.79287
H 4.64241 3.23607 -7.19313
H 4.27156 4.92139 -6.73566
H 4.15817 3.62908 -5.53142

=====

135
Properties=species:S:1:pos:R:3 method="wB97M-V/def2-TZVPD" spin_multiplicity=2 s_squared=0.75 orbital_gap_ev="3.18 / 6.56" total_charge=-1
Cd -0.31812 1.52320 0.04173
C 0.20280 5.58096 0.35547
C 1.70113 5.28483 0.58044
C 2.23749 6.39006 1.50643
C 3.65644 6.15147 1.96636
C 3.81338 4.78460 2.62892
C 3.37197 3.67877 1.58080
N 1.97029 3.92298 1.11427
O 1.29806 2.89070 0.27098
C 3.42099 2.39186 2.44386
C 4.45029 3.60040 0.42932
C 2.23969 5.49628 -0.90752
H -0.42646 5.35987 1.21758
H -0.20658 4.84679 -0.33844
H -0.14888 6.54517 -0.01158
H 1.66409 6.32404 2.43105
H 2.27192 7.37545 1.04174
H 3.85589 6.95711 2.67295
H 4.35851 6.38171 1.16499
H 3.21332 4.74022 3.53780
H 4.82288 4.65412 3.01877
H 3.10283 1.61530 1.74830
H 2.71078 2.47006 3.26703
H 4.42318 2.16997 2.81057
H 4.58281 4.59056 -0.00668
H 4.13415 2.97400 -0.40481
H 5.41946 3.24916 0.78350
H 3.24221 5.92250 -0.87063
H 1.70621 6.34001 -1.34528
H 2.23754 4.60407 -1.53366
C -0.58272 -1.06648 3.28584
F 0.05030 -1.75761 4.17375
F -1.83488 -1.59631 3.15609
F -0.57374 0.20205 3.59357
S 0.32687 -1.17907 1.56011
O 1.48770 -0.33404 1.74719
O 0.59492 -2.51480 1.24573
N -0.82440 -0.35045 0.49309
S -1.94846 -1.43121 0.15042
O -1.99312 -2.77975 0.80824
O -3.22803 -0.75701 0.16423
C -1.55801 -1.87460 -1.65868
F -0.44235 -2.47904 -1.55097
F -2.49283 -2.70818 -2.09995
F -1.41646 -0.71110 -2.40039
C -3.16517 3.77513 1.84808
C -2.62725 2.34682 2.15235
O -1.28897 2.26851 1.79920
H -3.06100 4.16645 0.83609
H -2.55524 4.44132 2.45822
H -4.15252 4.02025 2.23944
H -3.30592 1.67477 1.62713
H -2.65356 2.22261 3.23493
H -0.81139 2.85836 2.38709
C 3.00438 1.16679 -2.39025
C 2.12673 0.29326 -1.48348
O 0.72304 0.73181 -1.62683
H 4.03502 0.89911 -2.15738
H 2.90245 2.25199 -2.38445
H 2.95335 0.85821 -3.43442
H 2.35447 0.45815 -0.43037
H 2.19539 -0.76786 -1.72304
H 0.53334 0.62544 -2.56186
C 3.31280 -5.75193 0.21282
C 2.44051 -4.76720 -0.68360
O 1.11163 -5.04250 -0.56077
H 4.23804 -5.30474 0.57623
H 3.72699 -6.61999 -0.30004
H 2.71376 -6.12368 1.04412
H 2.71578 -4.77350 -1.73824
H 2.64454 -3.75781 -0.32637
H 0.61030 -4.46801 0.02253
C -5.70952 -2.58270 -2.71546
C -6.26710 -3.13906 -1.37498
O -7.32883 -4.01145 -1.78084
H -6.39636 -1.99343 -3.32299
H -5.41434 -3.43940 -3.32129
H -4.79715 -1.99373 -2.62172
H -6.61826 -2.33991 -0.72217
H -5.47972 -3.69044 -0.86107
H -8.01960 -3.52120 -2.23262
C 1.70341 -0.59516 -5.63720
C 0.27284 -0.34616 -5.21792
O 0.11840 0.89773 -4.52298
H 1.93156 -1.45532 -6.26661
H 2.34845 -0.64712 -4.76010
H 1.97960 0.31636 -6.16725
H 0.04564 -1.20354 -4.58438
H -0.38204 -0.31756 -6.08878
H -0.75196 1.23538 -4.74675
C 2.84268 -0.65199 4.71977
C 2.30399 -0.65353 6.13022
O 3.13825 -1.44019 6.89729
H 2.51679 -1.53345 4.16756
H 3.93121 -0.70848 4.72122
H 2.46734 0.20624 4.16240
H 1.23093 -0.84360 6.15280
H 2.41815 0.35875 6.51798
H 3.31659 -0.99670 7.72983
C -2.39081 -4.05355 -5.53745
C -1.37076 -4.81052 -4.66898
O -1.63501 -6.15196 -4.93563
H -2.49151 -4.46556 -6.54154
H -2.22678 -2.97613 -5.55675
H -3.39811 -4.18489 -5.14227
H -1.44920 -4.50132 -3.62671
H -0.36081 -4.51601 -4.95420
H -1.06539 -6.50361 -4.24753
C -1.42472 -5.76840 2.23432
C -2.22317 -7.02762 2.69732
O -1.92117 -7.43994 3.99687
H -0.39882 -6.12371 2.13747
H -1.35759 -5.03257 3.03566
H -1.78195 -5.35612 1.29065
H -2.02933 -7.80412 1.95734
H -3.28653 -6.79107 2.73447
H -1.09386 -7.92127 3.92268
C -4.60137 -0.62814 -5.37527
C -3.07906 -0.38544 -5.73638
O -2.74984 0.96912 -5.60666
H -5.38868 -0.00385 -5.79778
H -4.79776 -0.63708 -4.30314
H -4.74862 -1.67344 -5.64684
H -2.89568 -0.55800 -6.79689
H -2.50957 -1.05290 -5.08965
H -3.15264 1.45903 -6.32731
C 0.91968 3.11680 5.55291
C 0.15395 4.33008 4.96166
O -0.12248 4.14918 3.60733
H 1.96330 2.98010 5.26954
H 0.50415 2.12112 5.39778
H 0.95923 3.24723 6.63435
H 0.81153 5.19652 5.03207
H -0.73543 4.45114 5.58009
H 0.67932 4.27617 3.09489